# C25H45NOsP2S

A structure of composition C25H45NOsP2S at a distorted geometry (ωB97M-V/def2-TZVPD, the OMol25 dataset).

Results
net charge = +2
expectation value of S² = 6.0480
spin multiplicity = 5
relative energy (zero: lowest compared OMol25 entry of this formula, charge and spin) = 17.1 kcal per mole
HOMO level (spin up / spin down) = -12.64 / -14.34 eV

Geometry as XYZ:
```
75
C25H45NOsP2S | the OMol25 dataset | ωB97M-V/def2-TZVPD
Os -0.35 0.03 -0.44
C -1.72 1.59 0.04
C -2.24 0.71 -0.97
C -1.89 -0.50 0.98
C -1.74 0.89 1.29
C -2.32 -0.61 -0.40
C -1.71 3.08 -0.10
H -1.39 3.38 -1.10
H -1.07 3.55 0.65
H -2.74 3.45 0.06
C -1.79 1.51 2.65
H -1.55 2.58 2.62
H -1.10 1.00 3.34
H -2.79 1.42 3.09
C -2.17 -1.57 2.00
H -3.24 -1.54 2.22
H -1.63 -1.38 2.94
H -1.91 -2.57 1.63
C -2.97 -1.78 -1.06
H -4.05 -1.61 -1.18
H -2.83 -2.68 -0.45
H -2.53 -1.92 -2.05
C -2.77 1.14 -2.29
H -3.79 1.57 -2.25
H -2.77 0.30 -2.97
H -2.10 1.90 -2.71
C 1.54 0.47 -2.86
C 0.43 1.25 -3.07
C -0.13 1.46 -4.45
C -1.05 0.30 -4.96
C -1.04 -0.91 -4.07
C 0.06 -1.69 -3.96
C 1.36 -1.38 -4.65
C 2.21 -0.26 -3.99
H 0.69 1.61 -5.16
H -0.74 0.02 -5.98
H -0.72 2.39 -4.46
H 2.51 0.47 -4.77
H 2.09 0.50 -1.93
H 0.06 1.93 -2.30
H 3.15 -0.72 -3.63
H 1.95 -2.31 -4.65
H -0.04 -2.73 -3.66
H 1.18 -1.13 -5.71
H -2.08 0.69 -5.05
H -2.02 -1.32 -3.81
P 1.59 1.65 0.41
C 1.42 2.62 1.96
H 2.32 3.23 2.13
H 1.31 1.94 2.81
H 0.56 3.29 1.94
C 3.27 0.95 0.60
H 3.93 1.67 1.09
H 3.70 0.67 -0.36
H 3.19 0.07 1.24
C 1.91 3.04 -0.73
H 2.17 2.67 -1.73
H 2.72 3.68 -0.36
H 1.01 3.65 -0.83
P 0.88 -2.14 -0.16
C -0.11 -3.42 -1.01
H 0.53 -4.26 -1.29
H -0.57 -3.00 -1.90
H -0.90 -3.78 -0.34
C 2.44 -2.12 -1.11
H 2.23 -1.84 -2.14
H 2.93 -3.10 -1.07
H 3.11 -1.37 -0.67
C 1.34 -3.10 1.33
H 1.69 -4.10 1.03
H 0.47 -3.21 1.98
H 2.12 -2.60 1.89
S 0.49 -0.75 4.76
C 0.88 -0.55 3.23
N 1.14 -0.39 2.07
```